[1]
Formula: C28H59Br2ClF3O3P
Source: the OMol25 dataset
Level of theory: ωB97M-V/def2-TZVPD

Atoms and positions in Å:
C: 1.315 -5.096 3.728
C: -0.008 -5.452 4.380
Cl: 0.304 -6.165 6.009
C: -0.837 -6.439 3.525
P: -2.674 -6.078 3.526
C: -4.080 -6.854 2.579
C: -5.366 -6.039 2.518
O: -6.407 -6.474 2.904
C: -3.172 -4.634 4.580
O: -2.563 -3.435 4.149
O: -2.874 -2.481 5.187
C: -2.895 -7.347 4.995
Br: -4.673 -7.172 5.766
C: -2.425 -8.825 4.741
C: -2.032 -9.250 3.309
Br: -3.627 -10.208 5.416
C: -2.310 -4.919 1.915
F: -2.061 -5.711 0.831
F: -3.313 -4.098 1.544
F: -1.211 -4.143 2.032
H: 1.863 -4.366 4.327
H: 1.939 -5.987 3.618
H: 1.122 -4.665 2.743
H: -0.568 -4.542 4.586
H: -0.447 -6.410 2.506
H: -0.673 -7.450 3.891
H: -3.758 -7.021 1.547
H: -4.345 -7.809 3.029
H: -5.300 -5.042 2.058
H: -2.893 -4.843 5.615
H: -4.264 -4.549 4.540
H: -2.020 -2.027 5.233
H: -2.251 -6.972 5.792
H: -1.566 -8.967 5.394
H: -1.158 -9.902 3.360
H: -2.829 -9.811 2.821
H: -1.780 -8.416 2.654
C: 2.934 1.278 -0.148
C: 1.465 1.460 0.215
C: 1.104 0.912 1.595
C: 1.333 -0.591 1.765
C: 0.592 -1.470 0.758
C: -0.924 -1.326 0.825
H: 3.215 0.224 -0.194
H: 3.157 1.713 -1.123
H: 3.581 1.763 0.586
H: 0.839 0.988 -0.547
H: 1.218 2.525 0.189
H: 0.058 1.149 1.809
H: 1.693 1.442 2.351
H: 1.024 -0.876 2.776
H: 2.404 -0.807 1.708
H: 0.859 -2.514 0.947
H: 0.939 -1.252 -0.256
H: -1.293 -1.561 1.827
H: -1.418 -2.005 0.129
H: -1.247 -0.313 0.581
C: 2.746 4.730 -3.042
C: 2.944 3.348 -3.656
C: 4.396 2.873 -3.638
C: 5.365 3.753 -4.431
C: 5.001 3.944 -5.902
C: 4.962 2.641 -6.694
H: 3.291 5.498 -3.594
H: 1.691 5.010 -3.047
H: 3.094 4.749 -2.007
H: 2.561 3.343 -4.680
H: 2.333 2.625 -3.107
H: 4.440 1.848 -4.015
H: 4.741 2.826 -2.600
H: 6.365 3.311 -4.368
H: 5.442 4.735 -3.954
H: 5.730 4.620 -6.356
H: 4.034 4.448 -5.983
H: 5.926 2.129 -6.646
H: 4.735 2.824 -7.745
H: 4.204 1.957 -6.309
C: -2.765 9.073 -1.560
C: -2.560 7.680 -2.144
C: -1.107 7.209 -2.106
C: -0.129 8.080 -2.898
C: -0.471 8.247 -4.378
C: -0.479 6.932 -5.150
H: -2.217 9.831 -2.122
H: -3.819 9.355 -1.572
H: -2.420 9.114 -0.524
H: -2.930 7.658 -3.173
H: -3.172 6.963 -1.590
H: -1.058 6.179 -2.472
H: -0.773 7.173 -1.064
H: 0.870 7.639 -2.814
H: -0.059 9.069 -2.436
H: 0.262 8.921 -4.828
H: -1.440 8.742 -4.484
H: 0.493 6.439 -5.075
H: -0.687 7.098 -6.208
H: -1.234 6.243 -4.770

Cartesian forces (eV/Å) of the 6 atoms listed first:
0.1 -0.1 0.0
-0.2 0.2 -0.2
0.0 0.0 0.1
0.4 0.0 0.1
0.0 -0.2 0.1
0.0 -0.1 -0.2

As for the spin multiplicity: 1. As for the frontier orbital gap: 9.491 eV. The calculation puts the total energy at -206180.52757 eV. The calculation puts the HOMO energy at -0.338 Eh.


[2]
Formula: C28H59Cl2N2O7
Source: the OMol25 dataset
Level of theory: ωB97M-V/def2-TZVPD

Atoms and positions in Å:
C: 5.206 -3.083 -0.610
C: 4.654 -2.601 0.785
Cl: 5.559 -3.202 2.268
C: 3.525 -1.754 0.925
Cl: 3.090 -1.415 2.683
C: 2.671 -1.185 -0.302
C: 1.853 -2.474 -0.849
C: 1.165 -2.278 -2.268
C: -0.279 -3.009 -2.353
C: -1.370 -2.346 -1.393
N: -1.613 -3.131 -0.123
C: 3.490 -0.391 -1.400
C: 4.052 1.041 -0.897
C: 4.729 1.691 -2.223
C: 5.211 0.958 0.177
N: 2.893 1.901 -0.567
O: 2.327 2.435 -1.612
C: 1.942 1.336 0.418
C: 0.560 2.170 0.191
C: 2.350 1.735 1.940
C: 1.525 -0.184 0.232
H: 5.768 -2.212 -1.100
H: 4.458 -3.580 -1.295
H: 6.020 -3.867 -0.407
H: 0.994 -2.597 -0.093
H: 2.442 -3.438 -0.791
H: 1.843 -2.650 -3.098
H: 0.937 -1.178 -2.506
H: -0.639 -2.809 -3.426
H: -0.211 -4.135 -2.255
H: -2.392 -2.297 -1.912
H: -1.124 -1.282 -1.078
H: -2.595 -2.900 0.118
H: -1.077 -2.726 0.663
H: 4.334 -0.945 -1.908
H: 2.764 -0.103 -2.243
H: 5.737 1.150 -2.335
H: 4.126 1.437 -3.150
H: 4.919 2.801 -2.089
H: 5.764 1.945 0.340
H: 6.006 0.237 -0.231
H: 4.917 0.557 1.194
H: -0.003 1.811 -0.733
H: 0.727 3.289 0.214
H: -0.107 1.888 1.082
H: 1.853 1.029 2.672
H: 1.889 2.767 2.145
H: 3.464 1.861 2.083
H: 0.711 -0.199 -0.580
H: 0.991 -0.577 1.169
C: -3.193 2.990 -4.490
O: -2.207 3.854 -3.945
C: -1.145 3.138 -3.317
C: 0.091 3.086 -4.206
O: -0.142 2.291 -5.369
C: -0.380 3.080 -6.524
H: -3.853 3.583 -5.125
H: -2.750 2.195 -5.096
H: -3.790 2.552 -3.683
H: -1.468 2.130 -3.034
H: -0.895 3.682 -2.401
H: 0.901 2.606 -3.650
H: 0.420 4.093 -4.480
H: 0.557 3.532 -6.865
H: -1.119 3.862 -6.337
H: -0.756 2.426 -7.312
C: -0.503 -0.274 5.797
O: -1.438 -1.270 6.185
C: -2.528 -1.377 5.273
C: -2.362 -2.582 4.354
O: -1.259 -2.405 3.465
C: -0.110 -3.135 3.873
H: 0.391 -0.387 6.412
H: -0.218 -0.368 4.746
H: -0.925 0.721 5.979
H: -2.645 -0.455 4.695
H: -3.432 -1.517 5.873
H: -3.258 -2.675 3.733
H: -2.255 -3.505 4.931
H: -0.259 -4.201 3.677
H: 0.116 -2.984 4.930
H: 0.734 -2.786 3.281
C: -4.955 2.490 2.178
O: -5.865 1.401 2.122
C: -6.024 0.894 0.799
C: -5.230 -0.391 0.600
O: -3.827 -0.143 0.646
C: -3.251 -0.519 1.889
H: -4.726 2.688 3.226
H: -4.022 2.271 1.652
H: -5.421 3.384 1.750
H: -5.744 1.647 0.056
H: -7.088 0.672 0.670
H: -5.451 -0.789 -0.396
H: -5.518 -1.148 1.337
H: -3.190 -1.608 1.955
H: -3.823 -0.130 2.735
H: -2.241 -0.111 1.936

Cartesian forces (eV/Å) of the 6 atoms listed first:
1.5 -0.2 1.0
-2.2 1.3 -0.1
-0.9 0.6 -1.9
2.9 -1.8 0.2
0.1 -0.1 -2.0
-0.8 -0.5 1.1

As for the spin multiplicity: 2. As for the expectation value of S²: 0.75. As for the frontier orbital gap (alpha / beta): 9.146 / 9.068 eV. The calculation puts the total energy at -72341.72603 eV. The calculation puts the HOMO energy (alpha / beta) at -0.317 / -0.333 Eh.


[3]
Formula: C28H59Ge2O6Si3W
Source: the OMol25 dataset
Level of theory: ωB97M-V/def2-TZVPD

Atoms and positions in Å:
W: 0.345 0.795 -0.135
C: 1.804 0.263 3.461
C: 1.035 -0.840 2.723
C: 2.025 -1.929 2.301
C: -0.041 -1.428 3.633
O: 0.339 -0.281 1.500
Ge: 0.147 -1.865 -0.103
O: -1.422 -0.775 -0.245
C: -2.753 -1.172 0.306
C: -2.704 -2.623 0.766
C: -3.011 -0.212 1.464
C: -3.756 -1.012 -0.825
O: 0.609 -0.624 -1.613
C: 1.545 -1.221 -2.637
C: 2.825 -1.706 -1.958
C: 0.804 -2.390 -3.278
C: 1.846 -0.109 -3.635
H: 2.244 -0.176 4.352
H: 1.151 1.068 3.794
H: 2.627 0.658 2.864
H: 2.674 -2.163 3.142
H: 2.660 -1.580 1.481
H: 1.517 -2.860 2.019
H: 0.430 -1.855 4.511
H: -0.584 -2.223 3.118
H: -0.739 -0.663 3.965
H: -1.993 -2.752 1.588
H: -2.403 -3.270 -0.062
H: -3.683 -2.943 1.111
H: -2.137 -0.208 2.122
H: -3.872 -0.535 2.043
H: -3.209 0.795 1.087
H: -3.560 -1.747 -1.603
H: -3.691 -0.009 -1.250
H: -4.765 -1.167 -0.455
H: 2.587 -2.330 -1.083
H: 3.462 -0.875 -1.657
H: 3.392 -2.327 -2.647
H: 0.663 -3.184 -2.536
H: 1.375 -2.793 -4.111
H: -0.169 -2.073 -3.651
H: 2.202 0.778 -3.103
H: 0.963 0.141 -4.216
H: 2.629 -0.438 -4.310
O: 4.869 0.669 0.365
C: 4.814 1.845 -0.302
C: 5.988 2.554 -0.493
C: 5.981 3.772 -1.147
C: 4.778 4.325 -1.593
C: 3.602 3.643 -1.424
C: 3.582 2.363 -0.806
C: 2.396 1.615 -0.744
O: 1.155 2.079 -1.159
O: 2.169 0.524 0.050
H: 3.985 0.295 0.482
H: 6.903 2.121 -0.121
H: 6.903 4.311 -1.278
H: 4.776 5.295 -2.063
H: 2.660 4.074 -1.730
C: -1.580 4.758 -3.941
Si: -0.644 3.116 -3.862
C: 1.220 3.410 -4.074
C: -1.339 1.666 -4.880
Ge: -1.532 1.914 -1.138
Si: -3.787 2.908 -1.509
C: -4.989 2.424 -0.104
C: -4.387 2.105 -3.135
C: -3.820 4.818 -1.492
Si: -0.779 3.196 0.782
C: 0.970 2.759 1.479
C: -1.815 3.035 2.399
C: -0.544 5.022 0.253
H: -1.366 5.200 -4.914
H: -1.253 5.478 -3.197
H: -2.656 4.648 -3.869
H: 1.532 3.127 -5.077
H: 1.837 2.858 -3.376
H: 1.456 4.465 -3.954
H: -2.047 2.050 -5.610
H: -1.856 0.917 -4.289
H: -0.555 1.180 -5.456
H: -5.225 1.370 -0.048
H: -5.931 2.937 -0.278
H: -4.641 2.757 0.869
H: -3.966 1.113 -3.284
H: -4.162 2.695 -4.017
H: -5.468 1.994 -3.111
H: -4.280 5.165 -0.572
H: -4.441 5.202 -2.295
H: -2.846 5.283 -1.571
H: 1.132 1.669 1.549
H: 1.088 3.160 2.488
H: 1.773 3.216 0.886
H: -1.600 2.127 2.968
H: -2.886 3.078 2.233
H: -1.579 3.876 3.047
H: 0.019 5.119 -0.675
H: -0.008 5.571 1.024
H: -1.500 5.515 0.124

Cartesian forces (eV/Å) of the 6 atoms listed first:
-8.2 -3.8 2.2
-0.3 -0.1 -0.4
0.5 0.0 0.5
-0.3 0.1 -0.2
0.0 0.3 -0.6
0.4 -1.2 0.5

As for the spin multiplicity: 3. As for the expectation value of S²: 2.01. As for the frontier orbital gap (alpha / beta): 5.866 / 6.449 eV. The calculation puts the total energy at -180742.65616 eV. Its total charge is +3. The calculation puts the HOMO energy (alpha / beta) at -0.585 / -0.621 Eh.


[4]
Formula: C28H59N2O9P2S
Source: the OMol25 dataset
Level of theory: ωB97M-V/def2-TZVPD

Atoms and positions in Å:
C: 1.521 -3.894 5.283
C: 1.706 -2.412 4.949
C: 0.405 -1.730 4.545
C: 0.102 -1.846 3.028
C: 0.976 -0.857 2.260
C: 1.558 -1.221 0.844
C: 2.412 0.053 0.532
P: 3.961 0.011 -0.401
O: 4.336 1.415 -0.668
O: 3.811 -0.788 -1.770
O: 5.123 -0.712 0.411
C: 2.470 -2.427 1.164
C: 2.458 -3.403 -0.017
C: 2.293 -4.844 0.456
O: 3.681 -3.426 -0.844
C: 4.781 -3.629 -0.159
N: 5.789 -3.816 0.410
N: 1.485 -2.788 -0.968
P: 0.756 -3.777 -2.356
C: 2.189 -3.874 -3.469
O: 0.637 -5.307 -1.812
C: 0.606 -1.635 -0.341
C: 0.600 -0.628 -1.493
C: -0.182 0.685 -1.258
C: 0.462 1.834 -2.015
C: -0.356 3.121 -1.897
C: 0.070 3.936 -0.695
O: 1.421 4.332 -0.823
C: 1.685 5.670 -0.447
C: 3.115 5.790 0.047
C: -0.844 -2.118 -0.104
C: -1.007 -3.537 0.466
C: -1.796 -1.106 0.588
C: -3.047 -1.699 1.240
C: -3.860 -0.535 1.831
H: 1.127 -3.977 6.291
H: 2.492 -4.379 5.287
H: 0.845 -4.393 4.593
H: 2.052 -1.933 5.864
H: 2.509 -2.256 4.228
H: 0.377 -0.672 4.799
H: -0.417 -2.218 5.066
H: -0.960 -1.645 2.950
H: 0.268 -2.891 2.777
H: 1.847 -0.709 2.889
H: 0.437 0.084 2.170
H: 1.829 0.807 0.018
H: 2.699 0.551 1.454
H: 3.979 -0.179 -2.498
H: 5.387 -0.098 1.108
H: 3.452 -2.165 1.551
H: 2.055 -3.034 1.963
H: 1.285 -5.190 0.645
H: 2.863 -4.973 1.371
H: 2.732 -5.524 -0.268
H: 2.147 -2.243 -1.546
H: 1.874 -4.570 -4.241
H: 3.078 -4.288 -2.999
H: 2.427 -2.897 -3.877
H: -0.193 -5.652 -2.155
H: 0.191 -1.058 -2.407
H: 1.602 -0.288 -1.734
H: -1.207 0.587 -1.598
H: -0.208 0.917 -0.194
H: 0.522 1.561 -3.070
H: 1.477 2.044 -1.672
H: -0.245 3.717 -2.799
H: -1.419 2.910 -1.774
H: -0.602 4.780 -0.555
H: -0.011 3.303 0.199
H: 1.529 6.337 -1.298
H: 1.020 5.999 0.354
H: 3.765 5.265 -0.645
H: 3.199 5.371 1.044
H: 3.359 6.848 0.093
H: -1.247 -2.195 -1.111
H: -1.861 -4.002 -0.019
H: -1.186 -3.594 1.530
H: -0.157 -4.170 0.241
H: -1.320 -0.452 1.309
H: -2.197 -0.449 -0.177
H: -3.679 -2.164 0.488
H: -2.822 -2.362 2.068
H: -4.320 0.062 1.048
H: -4.610 -0.885 2.532
H: -3.191 0.143 2.362
O: -3.768 4.776 -1.341
S: -5.138 4.383 -1.488
O: -5.458 3.022 -1.790
O: -5.832 5.337 -2.547
C: -5.196 5.500 -3.835
C: -5.443 4.322 -4.754
C: -6.062 4.900 -0.084
H: -4.130 5.685 -3.697
H: -5.633 6.403 -4.255
H: -4.942 3.425 -4.392
H: -5.068 4.544 -5.753
H: -6.508 4.100 -4.817
H: -5.842 5.945 0.115
H: -5.751 4.279 0.752
H: -7.119 4.754 -0.290

Cartesian forces (eV/Å) of the 6 atoms listed first:
0.4 0.4 -0.1
-0.2 0.2 0.8
-0.2 -0.2 -0.8
0.1 0.0 1.2
-0.9 -0.5 -0.7
0.5 0.5 1.6

As for the spin multiplicity: 1. As for the frontier orbital gap: 9.001 eV. The calculation puts the total energy at -80808.38352 eV. Its total charge is +1. The calculation puts the HOMO energy at -0.414 Eh.